Entry from the OMol25 dataset: a single C2H5Cl2NO4S2 molecule at a distorted geometry (the ωB97M-V functional and the def2-TZVPD basis).

Output
* SMILES: CCN=[S@@](=O)(Cl)OS(=O)(=O)Cl
* gap between HOMO and LUMO: 9.3 eV
* relative energy (zero: lowest compared OMol25 entry of this formula, charge and spin): 4.9 kcal per mole
* lowest unoccupied orbital energy: -1.0911 eV
* M: 242.11 g mol⁻¹
* E_HOMO: -10.40 eV

Cartesian coordinates (Å):
C: 2.355 0.412 -0.509
C: 1.907 -0.995 -0.198
N: 0.934 -1.195 0.896
S: -0.533 -0.762 0.400
O: -0.920 -1.078 -0.957
Cl: -1.811 -1.791 1.499
O: -1.226 0.745 0.587
S: -2.787 1.335 0.549
O: -2.688 2.793 0.439
O: -3.546 0.602 1.442
Cl: -3.261 0.613 -1.268
H: 3.260 0.722 0.030
H: 2.664 0.510 -1.492
H: 1.505 1.116 -0.217
H: 1.368 -1.383 -1.077
H: 2.780 -1.642 -0.124

Just the natural (NBO) charges please, in e? Sure, here they are: -0.614 -0.270 -0.720 2.022 -0.901 -0.096 -0.937 2.285 -0.815 -0.857 -0.158 0.213 0.220 0.207 0.198 0.224



Entry from the OMol25 dataset: a molecular structure, C32H46F5IrN5O2PS4Sb (the ωB97M-V functional and the def2-TZVPD basis).

Output
* net charge: +2
* gap between HOMO and LUMO (alpha / beta): 8.0 / 5.3 eV
* spin multiplicity: 2
* relative energy (zero: lowest compared OMol25 entry of this formula, charge and spin): 0.0 kcal per mole
* lowest unoccupied orbital energy (alpha / beta): -4.9549 / -7.4676 eV
* M: 1100.96 g mol⁻¹
* E_HOMO (alpha / beta): -12.98 / -12.80 eV
* expectation value of S²: 0.75

Cartesian coordinates (Å):
Ir: -0.117 1.571 0.136
C: -1.416 6.590 1.900
N: -0.492 5.455 1.900
C: 0.636 5.444 2.830
C: -0.622 4.425 1.050
N: 0.184 3.412 1.028
N: -1.659 4.527 0.133
C: -1.932 3.730 -0.952
N: -2.902 4.191 -1.759
N: -1.293 2.630 -1.194
H: -1.179 7.226 2.745
H: -2.450 6.265 2.035
H: -1.320 7.194 0.995
H: 0.637 6.374 3.387
H: 1.584 5.374 2.292
H: 0.556 4.617 3.539
H: 0.931 3.454 1.706
H: -2.245 5.337 0.231
H: -3.380 5.059 -1.592
H: -3.215 3.638 -2.539
H: -1.610 2.120 -2.011
C: -0.496 1.027 5.673
C: -1.786 1.362 4.958
C: -1.811 2.745 4.347
O: -2.075 0.313 3.963
P: -1.624 0.111 2.484
S: -2.435 1.339 1.117
S: 0.354 0.507 2.217
O: -2.093 -1.333 2.155
C: -1.790 -2.633 2.797
C: -0.304 -2.900 2.761
C: -2.395 -2.722 4.178
H: -0.376 1.697 6.526
H: 0.366 1.148 5.017
H: -0.519 0.006 6.051
H: -2.625 1.253 5.643
H: -1.006 2.860 3.618
H: -1.669 3.474 5.147
H: -2.765 2.945 3.860
H: -2.302 -3.317 2.123
H: 0.243 -2.269 3.464
H: 0.090 -2.729 1.759
H: -0.127 -3.941 3.039
H: -1.841 -2.125 4.902
H: -2.361 -3.763 4.503
H: -3.435 -2.402 4.171
C: 1.158 4.118 -3.103
S: 0.745 2.376 -3.270
C: 2.176 1.828 -4.208
H: 1.191 4.601 -4.079
H: 2.113 4.241 -2.598
H: 0.378 4.596 -2.510
H: 3.086 1.970 -3.627
H: 2.246 2.364 -5.153
H: 2.040 0.767 -4.413
S: -0.777 -0.397 -1.047
Sb: 0.348 -2.345 -1.695
C: 0.398 -2.289 -3.791
C: 1.138 -3.260 -4.461
C: 1.134 -3.284 -5.847
C: 0.393 -2.346 -6.555
C: -0.344 -1.381 -5.882
C: -0.344 -1.349 -4.495
C: -0.984 -3.847 -1.084
C: -2.319 -3.531 -0.843
C: -3.215 -4.548 -0.543
C: -2.779 -5.865 -0.481
C: -1.447 -6.175 -0.721
C: -0.545 -5.167 -1.030
C: 2.246 -3.023 -1.121
C: 3.349 -2.742 -1.920
C: 4.596 -3.224 -1.552
C: 4.736 -3.979 -0.395
C: 3.631 -4.261 0.398
C: 2.381 -3.785 0.036
H: 1.719 -3.997 -3.916
H: 1.709 -4.035 -6.373
H: 0.390 -2.369 -7.637
H: -0.919 -0.653 -6.438
H: -0.910 -0.590 -3.967
H: -2.656 -2.502 -0.869
H: -4.254 -4.310 -0.362
H: -3.482 -6.655 -0.250
H: -1.110 -7.202 -0.675
H: 0.491 -5.420 -1.227
H: 3.246 -2.152 -2.822
H: 5.459 -3.011 -2.168
H: 5.711 -4.353 -0.110
H: 3.743 -4.855 1.295
H: 1.523 -4.012 0.656
F: 2.504 1.951 1.286
C: 1.992 1.644 0.053
F: 2.390 2.664 -0.739
C: 2.776 0.409 -0.414
F: 2.473 -0.636 0.356
F: 2.480 0.114 -1.690
F: 4.083 0.619 -0.331

Just the Mulliken charges please, in e? Sure, here they are: 1.107 -1.115 0.239 -1.101 -0.075 -0.024 0.187 0.335 -0.355 -0.388 0.277 0.412 0.397 0.303 0.447 0.314 0.221 0.206 0.162 0.208 0.046 -1.297 0.437 -0.881 -0.309 1.049 -0.534 -0.439 -0.135 0.823 -0.943 -1.503 0.472 0.250 0.333 0.278 -0.134 0.564 0.346 -0.042 0.251 0.019 0.545 0.183 0.505 0.397 -0.972 0.403 -0.871 0.461 0.244 0.133 0.265 0.445 0.143 -0.464 1.429 1.054 -0.653 -0.771 -0.547 -0.653 -0.584 1.226 -0.899 -0.604 -0.577 -0.711 -0.461 0.989 -0.721 -0.810 -0.642 -0.780 -0.703 0.409 0.437 0.417 0.443 0.270 0.331 0.450 0.420 0.444 0.427 0.510 0.455 0.425 0.458 0.396 -0.199 -0.229 -0.217 0.420 -0.169 -0.039 -0.264



Entry from the OMol25 dataset: a molecular structure, C23H37N7O3PS2Ti at a distorted geometry (the ωB97M-V functional and the def2-TZVPD basis).

Output
* gap between HOMO and LUMO (alpha / beta): 7.5 / 7.8 eV
* spin multiplicity: 2
* relative energy (zero: lowest compared OMol25 entry of this formula, charge and spin): 30.0 kcal per mole
* lowest unoccupied orbital energy (alpha / beta): 0.3459 / 0.2818 eV
* M: 602.57 g mol⁻¹
* E_HOMO (alpha / beta): -7.16 / -7.50 eV
* expectation value of S²: 0.76

Cartesian coordinates (Å):
Ti: 0.512 0.800 -0.409
N: 2.958 -2.683 0.748
C: 2.263 -1.670 0.149
S: 2.609 -0.026 0.656
N: 1.410 -2.045 -0.767
N: 0.779 -0.963 -1.380
C: 0.449 -1.121 -2.602
C: 0.201 -0.001 -3.530
C: -0.285 -0.260 -4.814
C: -0.420 0.746 -5.745
C: -0.028 2.048 -5.406
C: 0.484 2.329 -4.159
C: 0.590 1.316 -3.196
O: 1.113 1.580 -2.007
H: 3.815 -2.421 1.202
H: 2.955 -3.562 0.256
H: 0.506 -2.134 -3.003
H: -0.552 -1.281 -5.072
H: -0.795 0.527 -6.737
H: -0.117 2.844 -6.137
H: 0.803 3.328 -3.886
N: -5.026 2.122 -3.540
C: -3.878 1.849 -2.839
C: -3.023 2.870 -2.421
C: -1.901 2.549 -1.694
N: -1.579 1.298 -1.335
C: -2.417 0.328 -1.718
C: -3.551 0.544 -2.462
H: -5.150 3.037 -3.933
H: -5.517 1.368 -3.985
H: -3.231 3.903 -2.671
H: -1.210 3.320 -1.376
H: -2.157 -0.673 -1.394
H: -4.181 -0.290 -2.749
C: -2.178 1.845 2.754
O: -0.805 2.085 2.390
C: -0.242 1.335 1.454
O: -0.893 0.354 1.017
H: -2.582 2.818 3.020
H: -2.232 1.180 3.610
H: -2.727 1.413 1.924
C: -2.098 -2.685 4.624
C: -1.668 -1.839 3.425
P: 0.024 -2.079 2.711
C: 0.958 -2.292 4.304
C: 2.477 -2.340 4.124
C: -0.104 -3.863 2.229
C: -0.944 -4.065 0.961
H: -3.166 -2.560 4.818
H: -1.565 -2.394 5.530
H: -1.923 -3.751 4.464
H: -1.716 -0.784 3.691
H: -2.370 -1.970 2.598
H: 0.617 -3.192 4.821
H: 0.694 -1.426 4.919
H: 2.773 -3.206 3.527
H: 2.980 -2.415 5.091
H: 2.838 -1.445 3.614
H: -0.515 -4.451 3.054
H: 0.918 -4.205 2.051
H: -1.974 -3.729 1.111
H: -0.520 -3.496 0.133
H: -0.979 -5.117 0.671
C: 4.756 2.481 -0.834
N: 3.423 3.052 -0.900
C: 2.722 3.434 0.173
N: 3.388 3.461 1.355
S: 1.115 3.963 0.059
H: 5.108 2.316 -1.849
H: 4.764 1.525 -0.305
H: 5.438 3.177 -0.344
H: 2.839 2.821 -1.694
H: 4.139 2.806 1.509
H: 2.804 3.662 2.149

Just the Mulliken charges please, in e? Sure, here they are: 0.221 -0.151 0.132 -0.553 -1.226 1.259 -1.018 0.651 -0.653 -0.754 -0.609 -0.200 0.226 -0.156 0.236 0.253 0.334 0.425 0.425 0.422 0.475 -0.496 0.962 -0.599 -0.792 0.749 -0.886 -0.791 0.197 0.200 0.348 0.215 0.503 0.330 -0.750 -0.357 0.682 -0.255 0.293 0.293 0.274 -1.380 0.093 0.815 -1.077 -1.044 -0.908 -1.052 0.406 0.303 0.288 -0.330 0.389 0.408 0.430 0.230 0.417 0.175 0.612 0.432 0.260 0.082 0.406 -1.067 0.001 0.376 -0.410 -0.434 0.346 0.307 0.383 0.171 0.257 0.255



Entry from the OMol25 dataset: a single C6H9NO2 molecule (the ωB97M-V functional and the def2-TZVPD basis).

Output
* gap between HOMO and LUMO (alpha / beta): 7.0 / 7.1 eV
* relative energy (zero: lowest compared OMol25 entry of this formula, charge and spin): 135.1 kcal per mole
* lowest unoccupied orbital energy (alpha / beta): 0.2848 / 0.3521 eV
* M: 127.14 g mol⁻¹
* E_HOMO (alpha / beta): -6.70 / -6.79 eV

Cartesian coordinates (Å):
C: -0.006 -1.859 -1.377
C: 0.438 0.314 -0.075
C: 0.783 -0.665 -0.980
C: -0.211 -0.201 1.381
C: -1.152 0.452 0.320
C: -1.678 1.717 0.496
O: 1.325 1.347 0.070
O: 1.951 -0.553 -1.617
N: 0.578 0.222 2.287
H: 1.513 1.363 1.041
H: 2.372 0.270 -1.303
H: 0.277 -0.028 3.227
H: -1.742 -0.257 -0.243
H: -0.508 -1.668 -2.331
H: -0.746 -2.127 -0.628
H: 0.672 -2.700 -1.523
H: -2.682 1.915 0.153
H: -1.184 2.460 1.102

Just the natural (NBO) charges please, in e? Sure, here they are: -0.684 0.111 0.457 0.191 -0.248 -0.533 -0.710 -0.630 -0.739 0.509 0.515 0.378 0.240 0.244 0.244 0.248 0.207 0.200